Density functional theory data (the ωB97M-V functional and the def2-TZVPD basis) for a structure of composition C10H16BrMnNOSe2.

```
32
Properties=species:S:1:pos:R:3:forces:R:3:mulliken_charge:R:1
Mn -0.6885 -0.3025 0.5838 0.11 -0.35 0.11 0.22
O 2.6022 1.3078 5.7181 -0.04 0.03 -0.04 -0.49
C 1.9983 0.8107 4.6327 0.04 -0.03 0.07 1.07
C 2.2786 -0.4521 4.1080 -0.03 0.03 -0.03 -0.52
C 1.5940 -0.8694 2.9875 -0.03 0.09 0.03 -0.79
N 0.6707 -0.1169 2.3748 -0.03 -0.04 -0.08 -0.22
C 0.4386 1.0834 2.9000 0.01 -0.21 -0.13 0.38
Br -0.8780 1.9920 1.8855 -0.10 0.45 0.23 -0.13
C 1.0413 1.6137 4.0118 -0.03 -0.02 -0.08 -0.54
H 3.2444 0.6849 6.0776 0.03 -0.02 0.01 0.31
H 3.0174 -1.0963 4.5647 0.01 0.00 0.02 0.33
H 1.7834 -1.8417 2.5531 0.00 -0.01 0.00 0.39
H 0.8031 2.5953 4.3909 0.00 0.02 0.01 0.46
C -2.0981 -3.4205 1.9800 0.01 -0.06 0.01 -0.97
Se -2.2861 -2.2901 0.4086 0.06 0.09 0.05 0.11
C -1.0531 -3.2765 -0.7466 0.09 -0.02 -0.08 -0.73
C -1.3059 -3.0098 -2.2168 -0.08 -0.05 0.00 -0.91
Se -1.0582 -1.1806 -2.8686 0.04 0.01 0.02 0.46
C -2.7867 -0.3984 -2.5025 -0.02 -0.02 0.04 -0.86
H -1.0527 -3.4667 2.2745 -0.01 0.00 -0.01 0.28
H -2.4879 -4.4129 1.7677 0.00 0.00 0.00 0.34
H -2.6776 -2.9589 2.7755 -0.02 0.02 -0.02 0.34
H -1.2045 -4.3417 -0.5686 -0.03 0.01 0.02 0.52
H -0.0263 -3.0280 -0.4769 -0.05 0.03 0.04 0.37
H -2.3187 -3.2839 -2.5144 0.00 0.02 0.01 0.45
H -0.6154 -3.5953 -2.8250 0.01 0.03 0.01 0.45
H -3.5552 -1.0811 -2.8572 -0.01 0.02 0.00 0.32
H -2.8334 0.5318 -3.0638 0.01 0.00 0.00 0.35
H -2.8865 -0.2074 -1.4360 0.03 -0.03 -0.04 0.23
C 0.0049 -0.3635 -1.4622 0.01 0.03 -0.22 -1.09
H 0.1490 0.6364 -1.8914 0.03 -0.02 0.02 0.45
H 0.9733 -0.8593 -1.6084 -0.01 0.02 0.04 0.42
```
Forces are in eV/Å.

Output
* ΔE to the lowest compared entry with this formula, charge and spin: 0.000 eV
* expectation value of S²: 6.099
* Kohn-Sham gap (spin up / spin down): 8.01 / 5.90 eV
* charge: +1
* 2S+1: 5
* LUMO energy (spin up / spin down): -2.1804 / -2.2448 eV

***

Density functional theory data (the ωB97M-V functional and the def2-TZVPD basis) for a structure of composition C2HIN2O at a distorted geometry.

```
7
Properties=species:S:1:pos:R:3:forces:R:3:mulliken_charge:R:1
C 1.1394 1.1059 0.4208 -2.30 -0.83 -0.92 0.61
C -0.6611 0.3015 0.0133 0.34 2.56 1.67 0.63
N -0.1337 1.4320 0.4367 -0.72 0.18 0.20 -0.27
N -0.0830 -0.7819 -0.2521 -2.96 -2.87 0.77 -0.23
O 1.8018 0.2257 0.1937 3.63 1.07 0.68 0.00
I -2.2739 -1.1411 0.3096 1.30 0.85 -0.53 0.90
H 0.2105 -1.1422 -1.1219 0.71 -0.97 -1.86 0.37
```
Forces are in eV/Å.

Output
* ΔE to the lowest compared entry with this formula, charge and spin: 2.876 eV
* Kohn-Sham gap (spin up / spin down): 7.82 / 7.82 eV
* charge: +2
* 2S+1: 1
* LUMO energy (spin up / spin down): -14.1726 / -14.1713 eV